# C50H89Br26NO5

13 unconnected molecules or ions with the total composition C50H89Br26NO5 at a distorted geometry (ωB97M-V with the def2-TZVPD basis set, OMol25).

Geometry as XYZ:
```
171
Properties=species:S:1:pos:R:3:forces:R:3
C 2.509583 -3.440602 2.368894 -0.186 0.853 -0.376
C 2.870188 -2.644558 1.091407 -0.032 -0.360 0.588
C 4.002000 -1.617791 1.267824 -0.742 -0.240 -0.220
C 3.747212 -0.300328 0.514759 0.819 -0.456 -0.107
C 4.009430 0.960300 1.348858 0.062 -0.192 -0.647
C 3.127916 2.141563 0.929070 0.387 -0.317 0.339
C 2.715418 3.092460 2.078782 -0.346 -0.170 -1.283
C 1.195223 3.368524 2.039156 0.496 0.145 0.642
C 0.457707 2.743668 3.240720 -0.007 -0.282 -0.671
C -0.882722 2.061570 2.946205 0.449 0.096 0.679
C -0.813955 1.076246 1.749251 -1.325 1.152 0.112
C -1.357266 1.886784 0.551826 1.396 -0.889 -0.961
N -0.597288 1.684795 -0.692289 -0.580 -0.236 0.259
O 0.496989 0.520738 1.631996 0.565 0.144 0.522
C 0.626681 -0.270559 2.746748 0.566 0.391 -0.187
O 1.671351 -0.507281 3.279188 -0.654 -0.207 -0.244
O -0.593767 -0.669798 3.149796 0.534 -0.152 0.113
C -1.536170 -0.208690 2.109667 -0.160 -1.391 0.680
C -2.850765 -0.110262 2.884992 -0.254 0.610 0.302
O -3.609980 1.062459 2.554358 -0.265 -0.317 -0.707
C -4.865574 1.008995 3.138090 0.262 0.703 1.034
C -5.992336 0.847611 2.148370 1.400 -0.781 -0.616
O -4.957722 1.111669 4.333781 -0.024 -0.342 -0.760
C -1.489472 -1.418125 1.131239 -0.800 0.416 -0.980
C -1.687672 -1.198695 -0.363491 0.592 -0.126 1.230
C -0.529352 -1.353500 -1.109366 0.166 -0.268 1.039
C -0.528708 -1.149520 -2.436555 0.891 -0.032 -0.941
C -1.694174 -0.781619 -3.063488 0.548 -0.062 -0.717
C -2.858432 -0.657414 -2.370710 0.682 -0.345 0.890
C -2.873474 -0.872896 -0.962347 0.129 -0.119 -0.670
H 2.861226 -2.887686 3.230547 0.193 -0.119 0.345
H 2.887967 -4.451616 2.372638 0.081 -0.219 0.084
H 1.428768 -3.441612 2.460978 -0.258 -0.390 0.114
H 1.975055 -2.110699 0.789227 -0.149 0.108 -0.191
H 3.091664 -3.377040 0.321667 0.093 0.126 -0.456
H 4.924208 -2.084480 0.941283 0.348 0.038 0.101
H 4.078506 -1.403838 2.327053 0.176 0.032 0.257
H 4.444097 -0.307118 -0.320496 -0.125 0.235 -0.436
H 2.758508 -0.317285 0.065484 -0.300 0.187 0.139
H 5.044303 1.239408 1.162140 0.323 0.038 0.356
H 3.919429 0.698163 2.396821 -0.243 0.188 0.275
H 3.682606 2.702052 0.182149 -0.011 0.184 -0.260
H 2.263284 1.731626 0.420169 -0.301 0.056 0.037
H 3.021680 2.650558 3.018510 0.088 0.195 0.329
H 3.238219 4.019813 1.877352 0.252 0.283 0.529
H 0.869059 3.006474 1.075265 -0.414 -0.082 -0.073
H 1.027259 4.442954 2.048384 -0.132 0.221 -0.085
H 0.309550 3.510731 3.992854 -0.103 0.068 0.265
H 1.110622 1.999165 3.679045 0.207 -0.090 0.189
H -1.650639 2.812795 2.815961 -0.302 0.012 -0.454
H -1.181834 1.539480 3.847701 0.035 -0.092 0.255
H -2.384016 1.568386 0.437030 -0.367 0.255 -0.092
H -1.304919 2.940585 0.764470 -0.338 0.224 0.472
H -1.264817 1.391688 -1.391487 0.256 -0.085 -0.400
H -0.191883 2.559850 -0.992148 0.018 -0.001 -0.067
H -3.505951 -0.966120 2.744892 0.185 -0.352 -0.251
H -2.602785 -0.070616 3.938314 0.030 -0.019 0.266
H -5.539942 0.584868 1.207044 0.084 0.059 -0.399
H -6.604126 -0.001913 2.419860 -0.292 -0.037 0.259
H -6.588060 1.726780 2.014715 -0.118 0.392 0.035
H -0.528569 -1.908702 1.185177 0.242 0.043 0.427
H -2.217511 -2.140907 1.481383 -0.164 -0.171 0.208
H 0.374645 -1.621156 -0.588995 0.241 0.019 -0.019
H 0.400548 -1.243029 -2.973836 0.091 -0.023 -0.263
H -1.656347 -0.595851 -4.123225 -0.240 0.056 -0.251
H -3.689180 -0.366824 -2.952732 -0.433 -0.064 -0.226
H -3.759011 -0.798794 -0.306720 0.969 -0.283 -0.400
Br 5.282860 -2.603026 -2.541149 0.029 -0.011 -0.039
C 6.969460 -2.679285 -1.571337 -0.196 -0.034 0.044
C 7.301450 -1.359474 -0.933282 0.286 0.093 0.024
Br 7.959832 -0.059622 -2.228334 -0.048 -0.143 -0.011
H 7.723806 -3.011308 -2.277223 0.026 0.017 -0.006
H 6.826356 -3.442696 -0.808281 0.013 0.027 0.045
H 8.111787 -1.479300 -0.216520 0.001 -0.055 0.002
H 6.449596 -0.901342 -0.440509 -0.013 -0.011 -0.002
Br -8.600453 -0.872881 -2.762971 0.054 0.123 0.132
C -8.027752 0.815292 -1.980865 -0.149 -0.070 -0.246
C -6.624226 1.172552 -2.393570 0.027 -0.009 0.441
Br -5.282080 0.122742 -1.436098 -3.144 1.440 -0.087
H -8.137442 0.716523 -0.905672 0.053 0.024 0.021
H -8.733608 1.555649 -2.349352 -0.002 0.065 -0.028
H -6.407016 2.208614 -2.140424 -0.027 0.005 0.000
H -6.446118 1.015574 -3.451207 -0.051 -0.029 -0.076
Br 7.176477 -1.505020 3.023653 0.050 0.131 -0.013
C 6.936995 -3.055674 4.167352 0.226 0.179 -0.012
C 7.243001 -4.326907 3.428088 -0.475 -0.182 -0.024
Br 5.797165 -4.799706 2.211046 0.229 -0.028 -0.116
H 5.919272 -3.015967 4.541834 -0.039 -0.072 -0.043
H 7.632537 -2.921408 4.993098 0.026 -0.043 -0.002
H 7.323885 -5.159759 4.118022 -0.117 0.028 -0.076
H 8.148780 -4.265173 2.835035 0.063 0.097 0.064
Br -11.264029 1.376147 5.814654 0.048 -0.051 0.015
C -9.658167 2.397198 6.218038 -0.241 0.075 -0.005
C -8.966866 2.862656 4.964372 0.179 -0.184 0.039
Br -7.986999 1.427351 4.084830 -1.093 0.487 0.744
H -9.028099 1.763632 6.832436 0.054 -0.012 -0.026
H -10.000354 3.246439 6.805055 0.029 0.034 -0.023
H -8.213996 3.610474 5.204203 -0.003 -0.004 0.044
H -9.657422 3.265655 4.231408 -0.061 0.008 0.035
Br 9.331891 -3.903682 -4.956435 -0.048 -0.097 0.021
C 9.923764 -2.416944 -6.058412 0.096 -0.119 0.175
C 9.418657 -1.108658 -5.516787 -0.033 0.256 -0.219
Br 7.533479 -0.852082 -5.905584 -0.041 -0.102 0.007
H 9.585403 -2.619293 -7.068680 -0.044 0.057 -0.019
H 11.010493 -2.445767 -6.028930 0.012 0.040 0.023
H 9.928744 -0.275140 -5.996237 0.019 -0.016 -0.029
H 9.525995 -1.025518 -4.440047 0.001 -0.062 0.024
Br 7.651931 -6.452263 -1.375894 0.004 -0.026 -0.107
C 9.254233 -6.661524 -0.299621 -0.303 -0.087 0.066
C 9.575134 -5.390888 0.438801 0.283 0.040 0.003
Br 10.332528 -4.057629 -0.750593 -0.022 0.128 -0.022
H 10.045350 -6.975581 -0.971775 0.070 0.066 0.018
H 9.036510 -7.463166 0.402837 -0.015 0.023 0.038
H 10.330643 -5.570098 1.201324 0.009 -0.035 -0.006
H 8.699662 -4.940722 0.894489 -0.096 -0.074 -0.054
Br -3.807843 5.013033 1.426759 0.063 -0.079 0.005
C -2.196450 6.099556 1.523320 -0.247 0.075 0.052
C -1.778953 6.600390 0.165864 0.241 -0.069 0.036
Br -0.947213 5.186117 -0.873535 -0.054 0.136 -0.173
H -1.434176 5.487537 1.996146 0.052 0.000 -0.037
H -2.449518 6.932093 2.175418 0.016 0.031 -0.016
H -1.021571 7.374736 0.263026 0.008 0.000 0.048
H -2.607856 6.978961 -0.421966 -0.063 -0.020 0.039
Br -10.854541 4.280656 -4.042474 1.652 1.248 -1.464
C -11.673711 3.443982 -5.631490 0.781 0.656 -0.464
C -11.123103 2.066346 -5.907686 0.188 0.140 -0.247
Br -9.333911 2.172587 -6.664719 0.042 -0.057 0.065
H -11.468519 4.128826 -6.450578 0.121 -0.068 -0.019
H -12.733137 3.416362 -5.448856 -0.148 0.074 -0.016
H -11.726958 1.568466 -6.662931 -0.062 0.028 0.014
H -11.053689 1.428122 -5.034811 0.002 0.013 0.035
Br 6.490660 3.288319 -1.884025 -0.150 0.041 0.071
C 7.301411 4.223364 -0.385753 0.003 0.100 -0.281
C 8.635814 3.629505 -0.019767 0.002 -0.075 0.228
Br 8.434719 1.961558 0.959006 -0.004 -0.016 0.047
H 6.587026 4.192460 0.430312 0.026 -0.049 0.051
H 7.421850 5.250861 -0.721441 0.065 0.014 0.030
H 9.173597 4.291770 0.654744 -0.025 0.042 -0.004
H 9.253842 3.415615 -0.885767 -0.054 0.001 -0.063
Br 8.099719 2.788130 -8.486610 0.038 -0.067 0.034
C 7.127968 2.854748 -6.801768 -0.065 0.099 -0.218
C 7.612105 3.978099 -5.927387 -0.002 -0.050 0.236
Br 9.315330 3.551180 -5.091075 0.057 0.015 -0.022
H 7.240403 1.880401 -6.340429 0.017 -0.003 0.061
H 6.087265 3.007826 -7.077934 -0.013 0.047 0.035
H 6.923290 4.144637 -5.101267 -0.022 -0.057 0.003
H 7.753393 4.905175 -6.472368 0.007 -0.006 -0.049
Br -15.001883 0.801654 -0.757787 0.027 0.121 0.057
C -14.904550 2.666345 -1.293879 -0.188 -0.164 0.019
C -14.631338 2.805715 -2.768425 0.148 -0.210 -0.078
Br -12.755623 2.468373 -3.235573 -2.603 -1.841 2.242
H -14.148333 3.135289 -0.673430 0.058 0.025 -0.056
H -15.879481 3.084118 -1.052558 0.005 0.056 -0.042
H -14.809110 3.830003 -3.091138 0.017 0.016 0.044
H -15.233432 2.127698 -3.365092 -0.066 -0.009 0.052
Br 6.723135 -7.978997 4.851851 0.074 0.028 -0.071
C 8.297319 -8.214314 5.969414 -0.295 -0.076 0.017
C 8.624216 -6.957077 6.727380 0.249 0.030 0.016
Br 9.451767 -5.629603 5.569426 0.231 -0.029 0.213
H 9.102694 -8.532459 5.316631 0.053 0.029 0.016
H 8.048215 -9.018882 6.657133 0.015 0.019 0.046
H 9.356443 -7.158093 7.505682 0.019 -0.032 -0.011
H 7.751003 -6.488808 7.168335 -0.057 -0.035 -0.025
Br -10.121789 -3.744278 -3.784383 -0.060 -0.067 -0.087
C -11.232516 -3.861357 -2.195972 0.015 -0.121 -0.119
C -12.620630 -3.319690 -2.425254 0.014 0.201 0.136
Br -12.666260 -1.374207 -2.462916 0.076 -0.148 -0.116
H -10.698102 -3.337020 -1.410282 -0.056 0.065 0.026
H -11.278417 -4.921563 -1.957896 -0.035 -0.004 0.015
H -13.270485 -3.604220 -1.600806 0.018 -0.035 0.015
H -13.055616 -3.654911 -3.360484 0.057 -0.078 -0.022
```
Positions in Å, forces in eV/Å.

## Properties
frontier orbital gap	8.83	eV
2S+1	1
DFT total energy	-69313.806767	a.u.

These are the Löwdin partial charges, in e, on atoms 1 to 8: C -0.121; C -0.241; C -0.240; C -0.188; C -0.187; C -0.186; C -0.161; C -0.180